Version a
Molecular formula: C5H8O3
Method: DFT, ωB97M-V/def2-TZVPD

The geometry in XYZ format:
```
16
Properties=species:S:1:pos:R:3
C -1.112 1.101 0.983
C -0.366 0.884 -0.196
C 1.271 -0.473 -1.108
C 0.796 -1.555 -0.196
C -0.340 -0.145 0.861
H -2.991 1.821 0.253
H -0.868 1.860 1.751
H -0.995 0.689 -1.011
H 1.070 -0.486 -2.215
H 2.456 -0.286 -1.096
H 0.733 -2.651 -0.664
H 1.532 -1.638 0.543
H 0.649 0.265 1.422
O -2.468 1.032 0.760
O 1.025 0.944 -0.760
O -0.392 -1.362 0.672
```

Properties
* SMILES: OC1[C@H]2OCCO[C@H]12


Version b
Molecular formula: C5H8O3
Method: DFT, ωB97M-V/def2-TZVPD

The geometry in XYZ format:
```
16
Properties=species:S:1:pos:R:3
C 0.092 -0.365 0.977
C -0.339 -1.258 -0.165
C -0.335 0.279 -0.301
C 0.873 0.740 -1.206
C 1.904 1.277 -0.544
H -1.216 0.544 2.086
H 1.148 -0.395 1.329
H 0.421 -1.828 -0.756
H -1.740 -1.712 0.811
H -2.215 0.120 -0.607
H 0.757 0.525 -2.243
H 2.646 1.809 -1.200
H 2.079 1.467 0.534
O -0.775 -0.348 2.025
O -1.711 -1.650 -0.096
O -1.590 0.796 -0.643
```

Properties
* SMILES: C=C[C@@]1(O)[C@H](O)[C@@H]1O


Version c
Molecular formula: C5H8O3
Method: DFT, ωB97M-V/def2-TZVPD

The geometry in XYZ format:
```
16
Properties=species:S:1:pos:R:3
C -0.989 -0.435 2.402
C 0.040 0.145 1.751
C -0.128 -0.789 -1.619
C 1.193 -0.009 -1.482
C -0.198 0.552 0.383
O -0.680 -0.587 -0.346
O 1.291 0.502 -0.097
O -0.828 1.731 0.238
H -0.800 -1.026 3.353
H -1.917 -0.560 1.801
H 1.006 0.330 2.143
H -0.802 -0.507 -2.442
H 0.097 -1.866 -1.722
H 2.086 -0.603 -1.602
H 1.158 0.834 -2.274
H -0.529 2.286 -0.487
```

Properties
* SMILES: C=CC1(O)OCCO1


Version d
Molecular formula: C5H8O3
Method: DFT, ωB97M-V/def2-TZVPD

The geometry in XYZ format:
```
16
Properties=species:S:1:pos:R:3
C -0.060 -0.302 0.228
C -0.017 -1.807 -0.049
C -1.460 0.243 -0.074
C 0.834 0.431 -0.758
C 1.846 1.199 -0.407
O 0.304 -0.090 1.567
O -1.807 1.229 0.765
O -2.156 -0.106 -0.987
H 0.071 0.813 1.812
H -2.681 1.577 0.530
H 0.569 0.269 -1.793
H 1.012 -2.150 -0.005
H -0.437 -2.013 -1.029
H -0.595 -2.327 0.710
H 2.114 1.342 0.627
H 2.463 1.691 -1.138
```

Properties
* SMILES: C=C[C@@](C)(O)C(=O)O


Which one sits at the bottom of the stability order? version a does.


Version a
Molecular formula: C5H8O3
Method: DFT, ωB97M-V/def2-TZVPD

The geometry in XYZ format:
```
16
C5H8O3, DFT ωB97M-V/def2-TZVPD
C 0.751 0.471 0.718
C 0.667 -1.184 0.801
C 0.032 -1.579 -0.341
C -0.790 -0.527 -1.115
C -0.369 0.776 -0.356
H 1.243 1.085 2.650
H 1.950 0.711 0.480
H 1.629 -1.806 1.137
H -0.234 -2.720 -0.960
H -0.192 -0.542 -2.114
H -2.758 -0.845 -0.182
H -1.413 1.232 0.132
H 1.206 2.349 -0.411
O 0.538 1.319 1.785
O -2.301 -0.543 -1.045
O 0.039 1.803 -1.181
```


Version b
Molecular formula: C5H8O3
Method: DFT, ωB97M-V/def2-TZVPD

The geometry in XYZ format:
```
16
C5H8O3, DFT ωB97M-V/def2-TZVPD
C 1.467 -0.021 -1.168
C 0.830 -0.194 0.189
O 0.274 -1.649 0.181
O -0.010 -2.034 1.531
O 1.369 0.136 1.234
H 0.546 -1.388 2.026
H 0.817 -0.379 -1.964
H 1.697 1.033 -1.318
H 2.400 -0.586 -1.175
C -0.966 1.915 0.388
C -1.662 -0.476 -0.253
C -0.972 0.640 0.082
H -0.139 2.349 0.937
H -1.755 2.587 0.074
H -2.307 -0.979 0.456
H -1.587 -0.956 -1.220
```


Which one sits at the bottom of the stability order? version a does.


Version a
Molecular formula: C3H12N2O
Method: DFT, ωB97M-V/def2-TZVPD

The geometry in XYZ format:
```
18
Properties=species:S:1:pos:R:3
N -2.267 -2.009 -0.542
C -1.566 -1.445 0.614
C -0.595 -0.314 0.215
N 0.063 0.162 1.471
C 1.144 1.171 1.065
H -1.647 -2.484 -1.184
H -2.702 -1.262 -1.071
H -0.900 -2.188 1.066
H -2.244 -0.982 1.328
H -1.239 0.350 -0.389
H 0.210 -0.722 -0.404
H -0.596 0.765 1.961
H 2.121 0.768 0.842
H 1.297 1.728 1.990
H 0.765 1.707 0.193
H 2.822 1.943 -3.103
H 2.925 1.411 -1.628
O 2.408 1.400 -2.425
```

Properties
* SMILES: CNCCN.O


Version b
Molecular formula: C3H12N2O
Method: DFT, ωB97M-V/def2-TZVPD

The geometry in XYZ format:
```
18
Properties=species:S:1:pos:R:3
C -0.927 -0.750 -0.881
C 0.166 -0.721 0.218
C 1.466 -0.094 -0.048
N 2.070 0.046 1.315
N -2.240 -1.013 -0.230
H -1.187 0.245 -1.380
H -0.718 -1.522 -1.722
H -0.305 -0.050 1.121
H 0.100 -1.685 0.650
H 1.394 0.949 -0.467
H 2.060 -0.727 -0.668
H 2.349 -0.843 1.803
H 2.771 0.633 1.393
H -2.512 -1.969 -0.203
H -2.983 -0.528 -0.666
H 0.163 2.494 -0.316
H -0.966 2.732 0.496
O -0.699 2.802 -0.415
```

Properties
* SMILES: NCCCN.O


Version c
Molecular formula: C3H12N2O
Method: DFT, ωB97M-V/def2-TZVPD

The geometry in XYZ format:
```
18
Properties=species:S:1:pos:R:3
C -1.587 -0.877 0.005
C -0.802 0.520 -1.812
C 1.977 -0.557 0.223
N -1.327 0.458 -0.473
H -1.775 -0.849 1.070
H -2.479 -1.261 -0.496
H -0.584 1.562 -2.062
H 0.116 -0.086 -1.955
H 1.698 -1.360 -0.449
H 1.929 0.391 -0.297
H 2.991 -0.723 0.569
H -0.771 -1.575 -0.192
H -1.564 0.148 -2.500
N 0.392 0.873 2.498
O -0.096 1.727 1.770
H -0.778 0.998 0.190
H 1.354 1.154 2.834
H 1.305 -0.543 1.077
```

Properties
* SMILES: CNC.N=O.C


Which one sits at the bottom of the stability order? version c does.


Version a
Molecular formula: C3H12N2O
Method: DFT, ωB97M-V/def2-TZVPD

The geometry in XYZ format:
```
18
Properties=species:S:1:pos:R:3
N 0.367 -0.021 0.877
C -0.400 -0.005 -0.363
C 0.160 -0.923 -1.400
C -1.974 -0.214 0.061
N -2.395 0.805 1.038
H 0.502 -0.958 1.323
H 1.237 0.343 0.605
H -0.433 1.070 -0.636
H -0.116 -0.501 -2.395
H 1.243 -0.844 -1.302
H 0.007 -1.962 -1.141
H -2.233 -1.221 0.450
H -2.429 -0.305 -0.939
H -2.822 1.682 0.642
H -1.417 1.085 1.421
H 3.744 1.414 0.759
H 3.722 -0.118 0.646
O 3.239 0.671 0.353
```

Properties
* SMILES: C[C@H](N)CN.O


Version b
Molecular formula: C3H12N2O
Method: DFT, ωB97M-V/def2-TZVPD

The geometry in XYZ format:
```
18
Properties=species:S:1:pos:R:3
C -0.295 0.910 1.981
C -0.521 0.850 0.457
C -0.817 -0.567 -0.007
N -0.783 -0.624 -1.463
N -0.656 2.180 2.564
H 0.763 0.663 2.133
H -0.833 0.085 2.453
H 0.421 1.139 -0.027
H -1.295 1.524 0.074
H -0.078 -1.269 0.394
H -1.791 -0.837 0.413
H -1.378 0.075 -1.884
H -1.086 -1.513 -1.832
H -0.734 2.954 1.935
H -0.165 2.373 3.417
H 3.019 -1.606 -3.134
H 2.268 -2.499 -2.167
O 2.586 -2.464 -3.082
```

Properties
* SMILES: NCCCN.O


Version c
Molecular formula: C3H12N2O
Method: DFT, ωB97M-V/def2-TZVPD

The geometry in XYZ format:
```
18
Properties=species:S:1:pos:R:3
N -0.325 1.725 0.753
C -0.456 0.279 0.445
C -1.404 -0.432 1.414
C 0.920 -0.360 0.490
N 1.776 0.121 -0.585
H -0.978 2.293 0.228
H -0.546 1.864 1.735
H -0.871 0.157 -0.564
H -1.752 -1.408 1.083
H -2.285 0.165 1.630
H -0.905 -0.579 2.373
H 1.381 -0.159 1.458
H 0.783 -1.430 0.341
H 2.282 -0.640 -1.012
H 2.428 0.842 -0.323
H 0.239 -0.097 -2.976
H -0.601 -1.321 -3.245
O 0.314 -1.020 -3.246
```

Properties
* SMILES: C[C@@H](N)CN.O


Version d
Molecular formula: C3H12N2O
Method: DFT, ωB97M-V/def2-TZVPD

The geometry in XYZ format:
```
18
Properties=species:S:1:pos:R:3
C 1.214 1.268 0.093
O 1.958 2.320 -0.481
C 0.802 1.623 1.520
H 1.678 0.277 0.090
H 0.296 1.098 -0.482
H 2.418 2.016 -1.266
H 1.152 2.613 1.814
H 1.311 0.979 2.246
H -0.263 1.485 1.682
N -1.165 -1.224 -1.726
C -0.819 -1.361 -0.311
N -1.734 -2.156 0.468
H -0.515 -1.697 -2.340
H -1.206 -0.257 -2.016
H -0.882 -0.368 0.130
H 0.198 -1.708 -0.147
H -1.775 -3.096 0.097
H -2.665 -1.811 0.628
```

Properties
* SMILES: CCO.NCN


Which one sits at the bottom of the stability order? version a does.


Version a
Molecular formula: C3H12N2O
Method: DFT, ωB97M-V/def2-TZVPD

The geometry in XYZ format:
```
18
Properties=species:S:1:pos:R:3
C 1.180 -0.222 0.102
O 0.982 1.202 0.187
C 0.573 -1.011 1.293
N 1.091 -2.372 1.284
H 0.925 -0.840 -0.823
H 2.291 -0.432 0.172
H 0.754 -0.404 2.200
H -0.499 -1.125 1.163
H 2.101 -2.394 1.418
H 0.678 -2.955 1.990
C -1.253 1.860 -1.590
N -1.365 0.682 -0.664
H -0.757 2.652 -1.030
H -0.651 1.581 -2.431
H -2.201 2.258 -1.887
H -2.081 0.920 0.023
H 0.015 0.674 -0.189
H -1.785 -0.074 -1.220
```

Properties
* SMILES: NCCO.CN


Version b
Molecular formula: C3H12N2O
Method: DFT, ωB97M-V/def2-TZVPD

The geometry in XYZ format:
```
18
Properties=species:S:1:pos:R:3
N 0.997 1.084 -1.370
C 1.219 1.056 0.132
C 0.656 -0.343 0.558
C 0.233 -0.245 1.980
N 0.150 -1.625 2.669
H 1.313 2.054 -1.405
H -0.017 1.455 -1.507
H 2.248 1.192 0.270
H 0.587 1.827 0.614
H 1.468 -1.105 0.284
H -0.135 -0.730 -0.017
H 0.922 0.305 2.601
H -0.832 0.253 1.837
H 0.643 -2.186 1.885
H -0.786 -1.939 2.643
H -3.443 -0.777 -4.022
H -2.352 -0.267 -3.211
O -2.872 -0.009 -3.941
```

Properties
* SMILES: NCCCN.O


Which one sits at the bottom of the stability order? version a does.


Version a
Molecular formula: C5H7NS
Method: DFT, ωB97M-V/def2-TZVPD

The geometry in XYZ format:
```
14
C5H7NS, DFT ωB97M-V/def2-TZVPD
C -1.266 -1.858 -0.501
C -0.332 -1.635 0.498
C -1.817 -0.909 -1.455
C 0.178 -0.381 0.869
C 0.749 2.111 0.385
N -1.883 0.346 -1.519
S -0.695 1.067 0.612
H -1.395 -2.970 -0.717
H 0.154 -2.661 0.749
H -2.062 -1.311 -2.451
H 1.120 -0.094 1.255
H 1.533 1.607 -0.035
H 1.198 2.608 1.230
H 0.599 3.065 -0.260
```


Version b
Molecular formula: C5H7NS
Method: DFT, ωB97M-V/def2-TZVPD

The geometry in XYZ format:
```
14
Properties=species:S:1:pos:R:3
C -0.123 -0.303 -0.270
C 0.438 1.066 0.119
C 0.831 1.652 -1.173
C 0.737 0.824 -2.225
C 0.183 -0.507 -1.798
H -1.080 -1.851 2.693
H -0.367 1.651 0.413
H 1.279 1.020 0.792
H 1.227 2.675 -1.184
H 0.894 1.072 -3.257
H 0.857 -1.441 -1.975
H -0.687 -0.783 -2.361
N -0.679 -1.171 0.481
S -0.611 -0.659 2.099
```

Properties
* SMILES: SN=C1CC=CC1


Version c
Molecular formula: C5H7NS
Method: DFT, ωB97M-V/def2-TZVPD

The geometry in XYZ format:
```
14
Properties=species:S:1:pos:R:3
C 0.355 0.652 0.391
C 0.693 -0.123 -0.978
C -1.051 0.820 -0.323
C -1.437 -0.574 -0.536
C -0.370 -1.228 -1.017
H 0.936 0.716 2.715
H 0.767 1.607 0.746
H 1.664 -0.242 -1.338
H -0.670 0.864 -2.435
H -1.742 1.461 0.032
H -2.184 -1.092 -0.132
H -0.081 -2.275 -1.347
N -0.062 1.082 -1.532
S 0.787 -0.368 1.704
```

Properties
* SMILES: S[C@@H]1[C@@H]2C=C[C@H]1N2


Which one sits at the bottom of the stability order? version a does.